P:
ORCA calculation (ωB97M-V with the def2-TZVPD basis set) on a molecular structure, C28H49As2F12HfN7.

Each line ends with the Löwdin spin population.
Geometry (Å):
1 Hf -16.043 -9.479 -2.673  0.931
2 As -14.439 -6.093 -4.440  0.000
3 F -15.539 -6.332 -5.729  0.000
4 F -15.081 -7.659 -3.661  0.014
5 F -13.255 -5.830 -3.129  0.000
6 F -13.951 -4.482 -5.225  0.000
7 F -15.753 -5.266 -3.540  0.000
8 F -13.167 -7.154 -5.147  0.000
9 As -17.320 -10.124 -6.522  0.000
10 F -18.116 -10.398 -8.163  0.000
11 F -17.538 -8.375 -6.607  0.000
12 F -16.543 -9.850 -4.867  0.003
13 F -16.964 -11.822 -6.266  0.000
14 F -15.680 -9.980 -7.213  0.000
15 F -18.879 -10.384 -5.676  0.000
16 C -16.717 -2.117 -6.902  0.000
17 C -16.836 -2.113 -5.346  0.000
18 C -18.241 -2.325 -4.899  0.000
19 C -19.112 -1.322 -5.348  0.000
20 N -19.790 -0.515 -5.774  0.000
21 H -17.590 -1.716 -7.417  0.000
22 H -16.676 -3.141 -7.274  0.000
23 H -15.824 -1.597 -7.248  0.000
24 H -16.688 -1.126 -4.908  0.000
25 H -16.126 -2.842 -4.955  0.000
26 H -18.446 -2.298 -3.829  0.000
27 H -18.629 -3.267 -5.286  0.000
28 C -14.030 -1.367 -1.825  0.000
29 C -14.037 -2.886 -1.999  0.000
30 C -13.165 -3.410 -0.847  0.000
31 C -13.323 -4.771 -0.403  0.000
32 N -13.491 -5.887 -0.069  0.000
33 H -14.531 -1.123 -0.888  0.000
34 H -14.626 -0.816 -2.554  0.000
35 H -13.033 -0.931 -1.882  0.000
36 H -13.589 -3.209 -2.939  0.000
37 H -15.059 -3.261 -2.056  0.000
38 H -13.117 -2.745 0.016  0.000
39 H -12.158 -3.230 -1.223  0.000
40 C -10.184 -8.316 -2.728  0.000
41 C -10.429 -7.915 -1.286  0.000
42 C -11.409 -8.893 -0.615  0.000
43 C -12.730 -8.927 -1.294  0.003
44 N -13.800 -8.953 -1.809  0.002
45 H -9.582 -7.605 -3.293  0.000
46 H -11.085 -8.432 -3.330  0.000
47 H -9.841 -9.350 -2.688  0.000
48 H -10.938 -6.950 -1.305  0.000
49 H -9.466 -7.913 -0.777  0.000
50 H -11.495 -8.680 0.451  0.000
51 H -10.886 -9.849 -0.611  0.000
52 C -20.684 -6.645 -6.852  0.000
53 C -20.751 -7.188 -5.399  0.000
54 C -19.790 -6.397 -4.464  0.001
55 C -18.703 -7.251 -4.000  0.007
56 N -17.832 -7.894 -3.552  0.010
57 H -21.387 -7.221 -7.453  0.000
58 H -19.658 -6.633 -7.220  0.000
59 H -21.085 -5.631 -6.871  0.000
60 H -20.566 -8.262 -5.408  0.000
61 H -21.814 -7.129 -5.168  0.000
62 H -20.261 -6.143 -3.514  0.000
63 H -19.417 -5.609 -5.119  0.000
64 C -9.101 -4.474 -6.140  0.000
65 C -9.205 -5.094 -4.738  0.000
66 C -10.598 -4.838 -4.026  0.000
67 C -10.875 -3.306 -4.041  0.000
68 N -11.122 -2.170 -4.039  0.000
69 H -8.189 -4.771 -6.659  0.000
70 H -8.965 -3.393 -6.115  0.000
71 H -9.995 -4.579 -6.755  0.000
72 H -8.467 -4.613 -4.096  0.000
73 H -8.934 -6.149 -4.771  0.000
74 H -10.542 -5.301 -3.041  0.000
75 H -11.272 -5.326 -4.731  0.000
76 C -17.250 -3.743 2.152  0.000
77 C -16.536 -4.538 1.024  0.000
78 C -17.311 -5.790 0.625  0.000
79 C -16.731 -6.629 -0.383  0.005
80 N -16.259 -7.313 -1.217  0.009
81 H -18.226 -3.486 1.740  0.000
82 H -16.831 -2.748 2.305  0.000
83 H -17.186 -4.309 3.081  0.000
84 H -15.589 -4.832 1.477  0.000
85 H -16.190 -3.975 0.158  0.000
86 H -18.243 -5.505 0.138  0.000
87 H -17.498 -6.291 1.575  0.000
88 C -10.548 -11.450 -4.941  0.000
89 C -11.459 -11.476 -6.161  0.000
90 C -12.134 -10.127 -6.264  0.001
91 C -13.185 -10.166 -5.198  0.005
92 N -13.963 -10.154 -4.335  0.007
93 H -9.888 -12.318 -4.968  0.000
94 H -11.058 -11.347 -3.983  0.000
95 H -9.915 -10.573 -5.071  0.000
96 H -12.055 -12.380 -6.284  0.000
97 H -10.834 -11.616 -7.043  0.000
98 H -12.705 -9.981 -7.181  0.000
99 H -11.546 -9.227 -6.082  0.000

Its spin multiplicity is 2. The net charge is +1. The LUMO energy (spin up / spin down) is -0.212 / -0.207 hartree.

---

Q:
ORCA calculation (ωB97M-V with the def2-TZVPD basis set) on a molecular structure, C28H49As2F12HfN7.

Each line ends with the Löwdin spin population.
Geometry (Å):
1 Hf -25.143 10.800 30.263  0.952
2 As -23.023 12.436 33.472  0.000
3 F -23.952 11.771 32.019  0.009
4 F -24.164 11.679 34.590  0.000
5 F -21.997 13.060 34.764  0.000
6 F -21.790 13.150 32.262  0.000
7 F -24.070 13.862 33.332  0.000
8 F -22.103 10.865 33.475  0.001
9 As -27.630 10.892 33.671  0.000
10 F -26.921 12.321 34.474  0.000
11 F -26.591 9.808 34.745  0.000
12 F -28.292 9.538 32.771  0.000
13 F -28.406 12.007 32.581  0.000
14 F -26.258 10.789 32.335  0.002
15 F -29.108 11.080 34.676  0.000
16 C -19.204 11.855 29.287  0.000
17 C -19.264 11.708 30.865  0.000
18 C -20.031 10.518 31.399  0.000
19 C -21.432 10.485 30.919  0.001
20 N -22.544 10.489 30.524  0.000
21 H -18.730 12.821 29.120  0.000
22 H -20.232 12.016 28.963  0.000
23 H -18.732 10.994 28.814  0.000
24 H -19.601 12.649 31.300  0.000
25 H -18.232 11.514 31.159  0.000
26 H -20.028 10.448 32.487  0.000
27 H -19.562 9.565 31.154  0.000
28 C -26.043 13.001 37.656  0.000
29 C -25.549 11.597 37.845  0.000
30 C -26.009 10.932 39.184  0.000
31 C -25.536 9.473 39.283  0.000
32 N -25.123 8.370 39.301  0.000
33 H -25.593 13.590 38.456  0.000
34 H -27.130 12.985 37.731  0.000
35 H -25.646 13.191 36.659  0.000
36 H -24.462 11.587 37.765  0.000
37 H -25.872 10.943 37.035  0.000
38 H -27.094 11.010 39.249  0.000
39 H -25.762 11.410 40.132  0.000
40 C -25.137 16.863 31.394  0.000
41 C -26.680 16.584 31.558  0.000
42 C -26.985 15.302 32.381  0.001
43 C -26.548 14.062 31.678  0.005
44 N -26.202 13.110 31.089  0.005
45 H -24.750 16.145 30.671  0.000
46 H -24.612 16.655 32.327  0.000
47 H -24.843 17.870 31.098  0.000
48 H -27.038 16.395 30.546  0.000
49 H -27.201 17.461 31.942  0.000
50 H -28.061 15.141 32.318  0.000
51 H -26.649 15.418 33.412  0.000
52 C -18.215 14.474 36.418  0.000
53 C -19.401 14.166 35.435  0.000
54 C -19.170 14.684 33.985  0.000
55 C -17.725 14.483 33.545  0.000
56 N -16.668 14.375 33.178  0.000
57 H -18.380 14.252 37.473  0.000
58 H -17.898 15.508 36.280  0.000
59 H -17.331 13.855 36.268  0.000
60 H -20.315 14.474 35.944  0.000
61 H -19.393 13.079 35.360  0.000
62 H -19.388 15.748 33.886  0.000
63 H -19.910 14.229 33.327  0.000
64 C -21.385 12.783 38.416  0.000
65 C -21.671 13.908 39.459  0.000
66 C -21.754 13.529 40.930  0.000
67 C -22.230 14.704 41.661  0.000
68 N -22.681 15.600 42.273  0.000
69 H -21.913 13.078 37.509  0.000
70 H -21.694 11.820 38.822  0.000
71 H -20.309 12.796 38.245  0.000
72 H -22.676 14.250 39.208  0.000
73 H -21.240 14.883 39.233  0.000
74 H -20.806 13.482 41.465  0.000
75 H -22.293 12.613 41.171  0.000
76 C -23.606 8.835 35.957  0.000
77 C -22.558 8.127 35.086  0.000
78 C -23.015 7.448 33.799  0.001
79 C -23.714 8.353 32.858  0.006
80 N -24.249 9.165 32.128  0.009
81 H -24.333 9.503 35.495  0.000
82 H -23.154 9.413 36.764  0.000
83 H -24.120 8.047 36.507  0.000
84 H -21.924 7.503 35.715  0.000
85 H -21.896 8.866 34.634  0.000
86 H -23.734 6.664 34.039  0.000
87 H -22.205 6.987 33.233  0.000
88 C -20.905 15.965 30.699  0.000
89 C -21.118 15.589 29.192  0.000
90 C -22.534 15.326 28.713  0.000
91 C -23.215 14.130 29.306  0.001
92 N -23.657 13.149 29.879  0.006
93 H -19.995 15.658 31.215  0.000
94 H -21.679 15.546 31.343  0.000
95 H -20.935 17.049 30.801  0.000
96 H -20.455 14.805 28.826  0.000
97 H -20.734 16.385 28.554  0.000
98 H -22.593 15.186 27.634  0.000
99 H -23.318 16.037 28.974  0.000

Its spin multiplicity is 2. The net charge is +1. The LUMO energy (spin up / spin down) is -0.242 / -0.235 hartree.

---

Stability summary - winner: P; margin: 66.6 kcal/mol.

---

P:
ORCA calculation (ωB97M-V with the def2-TZVPD basis set) on a gas-phase ion, C4H9N2O (charge +1).

Each line ends with the natural charge from an NBO analysis.
Geometry (Å):
1 N 0.543 -1.031 1.440  -0.655
2 C 1.628 -0.541 0.868  0.303
3 C 1.540 0.506 -0.101  -0.515
4 C 0.125 1.112 -0.395  -0.253
5 N -0.934 0.047 -0.229  -0.589
6 C -1.976 0.076 -0.961  0.512
7 O -2.890 -0.869 -0.950  -0.655
8 H 0.285 -1.792 2.105  0.450
9 H -0.331 -0.612 0.910  0.432
10 H 2.545 -0.887 1.195  0.217
11 H 2.055 0.164 -1.099  0.288
12 H 2.309 1.180 0.392  0.287
13 H -0.098 1.937 0.381  0.225
14 H 0.250 1.724 -1.264  0.238
15 H -2.303 0.807 -1.670  0.187
16 H -2.749 -1.822 -0.621  0.527

The net charge is +1. The LUMO energy is -0.150 hartree. The SMILES is [NH2+]=CCC/N=C/O.

---

Q:
ORCA calculation (ωB97M-V with the def2-TZVPD basis set) on 2 unconnected molecules or ions with the total composition C4H9N2O.

Each line ends with the natural charge from an NBO analysis.
Geometry (Å):
1 C 2.078 0.807 2.233  -0.440
2 C 0.836 -0.159 0.268  0.742
3 C -0.276 -1.969 -0.767  -0.425
4 C -2.464 1.348 -1.605  0.364
5 N 1.453 0.416 1.019  -0.270
6 N 0.121 -0.520 -0.732  -0.622
7 O -1.269 1.274 -1.613  -0.539
8 H 2.556 -0.061 2.659  0.253
9 H 1.363 1.244 3.095  0.251
10 H 0.713 -2.568 -0.786  0.228
11 H -0.868 -2.195 -1.669  0.246
12 H -0.816 -2.318 0.149  0.224
13 H -2.942 2.211 -1.915  0.143
14 H 2.805 1.519 1.998  0.245
15 H -3.058 0.660 -1.071  0.125
16 H -0.234 0.311 -1.263  0.475

The net charge is +1. The LUMO energy is -0.128 hartree.

---

Stability summary - winner: P; margin: 26.4 kcal/mol.

---

P:
ORCA calculation (ωB97M-V with the def2-TZVPD basis set) on a gas-phase ion, C4H9N2O (charge +1).

Each line ends with the natural charge from an NBO analysis.
Geometry (Å):
1 C -1.563 1.847 0.571  -0.670
2 C -0.706 0.796 0.080  0.519
3 N -0.981 0.184 -1.042  -0.226
4 O -0.120 -0.868 -1.384  -0.306
5 C 0.993 -0.711 -0.502  0.264
6 C 1.441 -1.911 0.172  -0.666
7 N 0.441 0.422 0.526  -0.545
8 H -1.035 2.679 0.954  0.268
9 H -2.276 1.460 1.194  0.273
10 H -2.183 2.102 -0.241  0.254
11 H -1.815 0.159 -1.453  0.414
12 H 1.901 -0.284 -0.937  0.200
13 H 1.822 -2.671 -0.713  0.268
14 H 0.742 -2.533 0.843  0.258
15 H 2.313 -1.546 0.663  0.236
16 H 1.026 0.874 1.268  0.459

The net charge is +1. The LUMO energy is -0.118 hartree. The SMILES is CC1=[NH+]O[C@H](C)N1.

---

Q:
ORCA calculation (ωB97M-V with the def2-TZVPD basis set) on 2 unconnected molecules or ions with the total composition C4H9N2O.

Each line ends with the natural charge from an NBO analysis.
Geometry (Å):
1 C 1.127 -0.078 -0.227  0.244
2 C 2.448 -0.860 -0.161  -0.555
3 C 1.141 1.332 0.182  -0.638
4 C -3.071 -0.361 0.422  -0.519
5 N 0.431 -0.913 -0.762  0.068
6 N -2.557 0.183 -0.768  0.258
7 O -1.387 0.081 -1.117  -0.241
8 H 3.202 -0.316 -0.613  0.259
9 H 2.264 -1.934 -0.528  0.283
10 H 2.615 -0.885 0.894  0.256
11 H 0.158 1.571 0.232  0.244
12 H 1.678 1.948 -0.578  0.291
13 H 1.583 1.343 1.173  0.265
14 H -3.425 0.559 0.903  0.278
15 H -2.231 -0.823 0.892  0.218
16 H -3.976 -0.848 0.055  0.289

The net charge is +1. The LUMO energy (spin up / spin down) is -0.228 / -0.228 hartree.

---

R:
ORCA calculation (ωB97M-V with the def2-TZVPD basis set) on 2 unconnected molecules or ions with the total composition C4H9N2O.

Each line ends with the natural charge from an NBO analysis.
Geometry (Å):
1 C -2.257 -0.787 0.140  -0.692
2 C -0.764 -0.679 -0.062  0.466
3 C 0.070 -1.636 -0.841  -0.178
4 N 1.223 -1.422 -1.339  0.128
5 C 0.729 1.400 -0.765  -0.403
6 N -0.127 0.612 0.249  -0.372
7 H -2.775 0.017 -0.359  0.301
8 H -2.384 -0.672 1.240  0.310
9 H -2.634 -1.830 -0.201  0.268
10 H -0.310 -2.679 -0.875  0.345
11 H 0.181 1.896 -1.569  0.257
12 H 1.393 0.701 -1.151  0.238
13 H 0.291 0.737 1.140  0.453
14 H 1.370 2.062 -0.160  0.311
15 H 0.984 1.703 2.904  0.456
16 O 1.193 1.743 1.979  -0.890

The net charge is +1. The LUMO energy is -0.338 hartree.

---

Stability summary - winner: P; margin: 93.2 kcal/mol.